[1]
C24H68N6O7 | the ωB97M-V functional and the def2-TZVPD basis

Element x y z (Å)
H 2.531 -14.040 -20.607
N -3.040 -16.810 -18.793
H -3.367 -16.508 -17.887
H 2.547 -17.116 -20.118
H -2.751 -12.428 -18.832
H -2.600 -21.941 -14.085
C 1.568 -19.586 -21.270
H -2.880 -15.976 -19.339
H 2.439 -15.216 -21.794
H -3.990 -19.549 -18.189
N 0.690 -16.089 -20.043
H 2.346 -20.124 -20.729
H 6.993 -20.340 -17.612
H 0.449 -18.592 -23.149
H 4.351 -18.381 -15.933
H 0.309 -16.894 -19.567
O -6.291 -18.072 -20.327
H 0.652 -20.141 -21.476
C 2.176 -19.066 -22.535
O 3.969 -15.708 -18.194
C -3.949 -17.712 -19.556
H -6.869 -18.360 -22.182
C 2.694 -20.115 -23.581
O 3.289 -20.041 -16.313
H 0.426 -15.388 -19.365
N -4.795 -15.735 -16.457
H -3.079 -17.120 -15.589
H -5.548 -16.202 -19.392
H -5.499 -20.694 -14.662
C -5.494 -21.750 -14.393
H -2.929 -13.068 -15.460
H 3.892 -15.267 -20.817
H 4.775 -19.760 -18.462
H 3.198 -19.756 -24.478
H 2.487 -18.887 -14.750
H 1.116 -18.821 -20.640
C -1.542 -20.412 -16.028
C 6.211 -20.200 -16.866
H 2.089 -14.902 -17.970
H 4.666 -21.795 -24.595
H -6.836 -16.574 -21.613
H 2.125 -16.602 -17.766
H -5.843 -17.554 -18.465
H -4.391 -19.852 -19.795
C 5.221 -19.307 -17.577
H -6.542 -22.016 -14.532
H -5.113 -21.945 -13.390
H 3.012 -18.466 -22.176
H 6.639 -19.766 -15.962
H -4.140 -14.910 -14.731
H -5.433 -17.551 -22.204
O -2.198 -13.757 -17.279
C -3.268 -13.674 -16.300
H -1.046 -12.457 -18.559
H -3.999 -24.347 -15.680
H 5.436 -14.520 -17.394
H 1.412 -19.283 -16.026
C -2.003 -12.565 -18.050
C 4.339 -21.865 -23.558
C -3.748 -19.208 -19.195
H -2.352 -22.579 -15.630
C 2.526 -15.806 -18.393
C -6.367 -17.558 -21.641
C 3.936 -18.931 -16.777
H -1.405 -20.401 -17.110
N -4.566 -23.828 -15.026
H 5.291 -22.128 -23.097
H 3.127 -18.444 -17.320
C -2.577 -16.155 -15.530
H 2.005 -20.629 -14.947
H -2.716 -19.522 -19.355
C 2.240 -19.689 -15.446
C -3.735 -15.104 -15.724
H -1.337 -17.582 -18.388
C -3.027 -21.917 -15.087
H 0.994 -17.454 -22.380
O -2.909 -20.634 -15.605
C 2.177 -16.126 -19.849
H -2.101 -11.630 -17.499
H -5.074 -16.643 -16.114
H -4.593 -22.238 -16.429
H 6.792 -17.858 -17.578
O 3.692 -20.890 -22.920
N 5.917 -18.095 -18.024
H 5.706 -21.156 -16.726
H 4.241 -13.725 -18.329
H -3.550 -17.614 -20.566
H 5.316 -17.285 -17.969
H -5.637 -15.177 -16.447
H -0.456 -18.269 -17.367
H -2.065 -15.983 -14.583
H 3.871 -14.305 -16.726
O -0.537 -18.100 -18.305
H -4.147 -13.121 -16.630
C -5.480 -17.288 -19.458
N 1.314 -18.070 -23.113
H 1.837 -20.674 -23.958
C 4.378 -14.569 -17.654
H 3.896 -22.858 -23.475
H -0.830 -21.189 -15.751
H -1.114 -19.500 -15.613
H -5.504 -24.137 -15.240
C -4.456 -22.435 -15.365
C 2.820 -15.076 -20.782
H -1.845 -16.080 -16.335

Values from the calculation:
Charge   0
Energy relative to the best compared isomer or geometry (same formula, charge and spin)   4.1913 eV
Gap between HOMO and LUMO   9.0 eV
SMILES   COC[C@H](C)N.COC[C@H](C)N.COC[C@H](C)N.COC[C@H](C)N.COC[C@H](C)N.COC[C@H](C)N.O

=====

[2]
C3H7NO2 | the ωB97M-V functional and the def2-TZVPD basis

Element x y z (Å)
H 1.154 0.465 1.380
H -1.364 -1.863 -2.069
N 0.402 0.893 0.772
C -0.293 2.152 0.508
H -0.890 -2.506 -0.459
O 0.991 -1.178 0.617
O -0.640 -0.469 -0.795
C 0.250 -0.298 0.180
C -0.627 -1.822 -1.270
H 0.368 -2.081 -1.638
H -0.818 2.535 1.391
H -1.049 1.985 -0.272
H 0.380 2.938 0.143

Values from the calculation:
Charge   0
Energy relative to the best compared isomer or geometry (same formula, charge and spin)   1.3875 eV
Gap between HOMO and LUMO   10.4 eV
SMILES   CNC(=O)OC

=====

[3]
H2N2O2S | the ωB97M-V functional and the def2-TZVPD basis

Element x y z (Å)
O 1.816 0.969 0.584
O -3.086 -1.065 -0.954
H 1.081 -0.845 0.514
S -1.688 -1.492 -0.855
N -0.348 0.452 -0.063
H 1.522 1.887 0.458
N 0.704 0.094 0.317

Values from the calculation:
Charge   0
Energy relative to the best compared isomer or geometry (same formula, charge and spin)   3.0707 eV
Gap between HOMO and LUMO (spin up / spin down)   7.4 / 7.4 eV

=====

[4]
C29H36CoF2N6O3S2Si | the ωB97M-V functional and the def2-TZVPD basis

Element x y z (Å)
F 9.769 14.960 16.286
H 10.755 9.169 13.013
H 12.727 4.380 14.691
C 12.013 11.712 10.303
H 9.301 7.926 16.856
S 11.133 11.626 16.994
H 7.503 11.544 10.692
H 8.163 10.397 16.858
F 10.789 15.539 14.299
C 10.911 12.383 9.813
O 8.951 12.267 14.231
H 8.617 6.324 16.651
H 8.528 11.269 9.255
C 14.862 6.994 16.381
H 11.691 9.454 18.532
H 6.064 14.000 14.178
C 8.939 14.256 12.139
C 12.289 9.317 17.655
C 11.777 12.222 7.553
C 11.871 6.025 13.468
H 8.742 14.819 13.009
O 11.179 13.414 12.469
N 8.657 13.192 10.143
C 6.548 13.683 15.103
C 12.333 5.379 14.776
C 10.146 13.502 11.859
H 6.553 11.129 17.146
N 9.902 12.819 10.691
H 10.327 4.636 15.265
C 12.939 11.663 8.085
H 9.884 13.111 8.013
C 8.083 13.998 11.162
H 13.115 5.976 15.171
C 7.870 12.013 9.774
H 12.131 8.364 12.244
H 5.671 11.256 13.491
H 6.323 14.990 11.868
H 5.668 13.700 15.819
C 10.793 12.665 8.436
H 11.727 15.064 16.083
N 11.151 7.291 13.651
C 6.639 14.429 10.961
H 13.973 11.103 9.975
C 11.101 5.316 15.676
H 6.570 15.006 9.988
H 5.922 13.641 10.950
H 11.297 4.997 16.687
H 8.074 12.012 17.554
S 12.777 11.322 14.180
C 11.121 8.274 12.567
C 13.138 8.270 17.522
N 13.034 6.272 19.111
C 13.937 9.171 15.412
H 10.442 7.927 11.749
N 15.400 5.983 16.406
C 7.604 11.337 16.847
C 10.328 7.460 14.695
C 13.059 11.436 9.450
C 6.408 10.750 14.134
H 7.011 10.027 13.599
H 7.021 12.308 9.131
O 9.491 8.367 14.727
C 13.109 7.148 18.375
H 13.736 11.376 7.439
Co 10.766 12.641 14.984
C 10.939 14.682 15.445
C 13.996 8.189 16.387
H 12.725 6.154 12.788
H 12.080 11.484 11.364
C 12.179 10.322 16.679
H 9.925 6.483 17.834
N 10.491 6.635 15.793
H 5.914 10.204 14.931
H 7.203 14.478 15.376
H 11.249 5.322 12.947
H 14.622 9.074 14.571
H 11.619 12.272 6.490
C 9.535 6.866 16.854
Si 7.546 12.047 14.991
C 13.016 10.236 15.483

Values from the calculation:
<S²>   3.76
Charge   -2
Energy relative to the best compared isomer or geometry (same formula, charge and spin)   0.5360 eV
Gap between HOMO and LUMO (spin up / spin down)   5.4 / 5.7 eV
Spin multiplicity   4

=====

[5]
C47H70F2I2N9P2 | the ωB97M-V functional and the def2-TZVPD basis

Element x y z (Å)
C 2.319 -2.240 5.501
H 2.652 10.306 -2.744
C -4.766 6.099 -1.526
H 6.834 1.245 -8.209
H 6.087 -2.827 -7.445
C -2.750 0.695 -3.766
H -4.791 -3.809 -1.695
C 4.229 1.997 2.350
H -1.165 10.702 -0.737
C -1.442 -9.910 -3.813
C -0.739 7.412 2.343
C -0.127 10.689 -1.023
H 0.053 -3.503 -1.921
C 2.629 -5.826 1.412
C 0.479 10.336 -2.198
C 6.069 -1.768 -7.252
H 0.315 6.336 5.225
H -0.490 -2.520 -0.093
C 1.087 -3.800 -1.755
C 5.809 0.318 -6.460
H -1.973 -11.306 -0.860
C 3.926 3.148 3.036
H 3.159 -1.921 4.887
H 2.969 0.480 1.578
H -2.352 -7.252 -0.708
C 2.512 3.193 3.176
C 0.869 7.969 3.813
H -1.424 7.312 1.518
C 0.280 8.300 2.562
H 2.473 -3.291 5.755
H -2.663 -3.083 -0.564
H -2.830 -2.038 3.088
C -1.438 0.368 -3.324
H 5.057 -1.470 -5.342
H -4.609 3.344 3.566
C -1.124 -3.405 3.202
H -0.950 -9.692 -4.746
H 4.637 3.876 3.391
H 3.422 -6.266 0.801
C 1.879 10.502 -2.020
H -3.848 1.705 1.546
H -3.232 -8.581 -3.808
H -0.024 9.990 -3.086
H 2.981 11.191 -0.208
H 1.704 8.458 4.286
H -1.140 -4.957 0.066
C -5.960 5.328 -1.520
H 4.041 -4.177 1.685
C -1.879 -2.132 3.620
H 0.872 -3.882 0.966
I 3.103 -2.211 -3.303
H 0.694 11.364 0.801
C -3.622 3.089 3.218
C 0.995 -2.064 4.748
C -2.598 -9.330 -3.366
C -1.928 -10.778 -1.797
C -1.379 3.126 3.196
C -1.473 -0.926 -2.876
H -4.325 4.130 0.937
N 3.062 1.354 2.074
N -2.885 -4.046 -0.757
N 6.621 -0.878 -8.135
H -0.392 3.417 3.517
N 0.852 11.063 -0.143
H 1.935 3.967 3.656
H -2.515 4.233 4.604
H -0.137 -11.452 -2.842
H -4.504 6.883 -2.216
N -2.887 -9.865 -2.140
H 3.311 -3.849 -0.374
H -0.570 -0.750 -0.188
I 4.596 -1.618 -0.015
H -1.274 -3.603 2.139
C -3.989 5.652 -0.489
C 0.184 6.894 4.313
C -0.470 -1.599 0.489
H -1.443 5.808 3.515
H -1.134 1.756 1.518
H 2.317 -1.664 6.430
C -2.728 -6.249 -0.826
H 1.417 -4.330 -2.644
H -1.290 -1.228 3.457
C -3.537 -0.410 -3.573
N -2.750 -1.387 -3.027
P 1.860 -3.040 1.597
N -2.504 3.612 3.815
H -3.013 5.958 -0.155
H 0.994 -1.093 4.242
C -1.016 -10.830 -2.816
H -3.676 -9.615 -1.574
H -0.702 -1.560 -2.479
H -4.583 -0.579 -3.765
H 0.583 9.082 1.886
C -2.088 -5.106 -0.425
H 3.068 -4.543 3.081
N -4.666 4.647 0.142
C 3.036 -4.469 1.994
C -5.865 4.441 -0.479
H 0.171 -2.050 5.467
C 5.557 -1.056 -6.202
H -1.333 -1.580 1.155
H 1.739 -5.764 0.780
N -0.792 6.563 3.412
H 1.008 1.706 2.441
H -3.077 1.636 -4.176
C 6.466 0.397 -7.659
C 0.823 -1.439 1.281
H 2.404 -6.543 2.203
H 5.536 1.151 -5.833
H 7.067 -1.122 -8.999
F 1.573 -0.407 0.650
C 2.015 2.064 2.570
H -2.116 -2.170 4.684
C 1.991 -2.593 -1.428
H 1.102 -4.512 -0.933
H -0.569 1.004 -3.337
H -1.568 -4.253 3.726
H -6.789 5.410 -2.203
C 2.077 10.950 -0.741
H 0.582 -1.047 2.268
H -3.050 -2.314 -2.778
P 0.707 -3.481 3.584
H 5.172 1.585 2.035
C -3.957 -5.860 -1.427
H -6.547 3.683 -0.133
C -3.205 2.267 2.205
C 2.849 -2.877 -0.195
H 1.438 -1.666 -1.334
C -4.027 -4.493 -1.367
C -1.783 2.291 2.191
F 2.926 -2.017 2.436
H -4.707 -6.507 -1.853

Values from the calculation:
Charge   -1
Gap between HOMO and LUMO   6.1 eV

=====

[6]
C2H2I4 | the ωB97M-V functional and the def2-TZVPD basis

Element x y z (Å)
I 2.196 0.735 -1.018
C 0.611 0.192 0.337
H 0.373 1.417 0.751
C -0.608 -0.280 -0.327
I -1.372 0.897 -2.048
H -0.337 -1.284 -0.542
I 1.338 -1.160 1.718
I -2.201 -0.517 1.129

Values from the calculation:
Charge   0
Energy relative to the best compared isomer or geometry (same formula, charge and spin)   0.5342 eV
Gap between HOMO and LUMO   8.3 eV

=====

[7]
C32H27N2O3S4V | the ωB97M-V functional and the def2-TZVPD basis

Element x y z (Å)
C 0.748 -2.367 1.145
O -0.988 0.999 -2.251
C 4.752 3.339 2.885
H -1.503 -3.410 0.248
V -1.295 1.582 -0.214
C 4.539 3.481 4.269
H 3.354 1.651 -1.354
H 5.724 3.564 2.464
C -3.924 -2.975 -2.869
H 1.389 -0.495 0.313
C 2.551 -3.534 -0.627
C 2.997 0.966 -3.368
H 2.961 -1.521 -1.273
C 3.735 2.923 2.065
C 0.700 0.572 -3.949
H -2.850 0.217 -2.391
H -2.119 0.654 -3.952
H -4.608 -1.256 0.514
C -5.259 -1.519 -1.503
C 1.815 -4.332 0.238
C -4.423 -1.766 -0.425
S -4.745 4.459 -0.720
S -3.718 1.678 -0.291
H -0.045 0.267 -4.670
O -1.289 -0.587 -0.149
C -5.015 -2.129 -2.726
S -1.771 -1.205 1.142
C -0.046 2.060 3.689
H -1.556 -0.811 -3.078
O -0.918 1.429 1.619
C 3.306 3.203 4.792
H 0.092 -0.794 2.473
H -5.663 -1.929 -3.569
H 0.792 2.600 5.572
C -3.076 -3.203 -1.795
C 0.129 1.897 2.294
H 0.334 -4.372 1.792
H -2.830 -3.307 1.433
C -3.502 3.401 -0.535
H 4.047 0.970 -3.634
H 3.891 2.820 1.001
N 0.781 1.678 -0.468
C -2.360 -2.822 0.573
C -1.936 0.206 -2.975
N 1.726 2.008 0.409
H 1.940 -5.407 0.229
C 2.454 2.622 2.580
H -2.203 -3.834 -1.917
C 2.242 2.770 3.968
C 1.384 2.174 1.707
H -0.610 -2.381 2.840
S -1.814 3.859 -0.565
H 3.121 3.312 5.855
C 0.912 -3.749 1.117
H 5.345 3.814 4.912
H -6.079 -0.824 -1.389
H 3.249 -3.988 -1.319
H -1.034 1.842 4.076
C 2.397 -2.154 -0.599
C 0.329 0.967 -2.684
C 2.052 0.571 -4.300
C 1.506 -1.571 0.289
H 2.348 0.265 -5.295
C 1.271 1.363 -1.714
H -3.720 -3.442 -3.824
C -0.269 -1.725 2.035
C 2.620 1.356 -2.090
C 0.960 2.479 4.508
C -3.323 -2.607 -0.564

Values from the calculation:
<S²>   3.81
Charge   -1
Energy relative to the best compared isomer or geometry (same formula, charge and spin)   0.0000 eV
Gap between HOMO and LUMO (spin up / spin down)   5.2 / 6.6 eV
Spin multiplicity   4

=====

[8]
C4H11O | the ωB97M-V functional and the def2-TZVPD basis

Element x y z (Å)
H -0.937 -1.438 -1.086
H -2.227 1.391 0.270
H -2.161 -1.601 0.202
H 1.949 -0.547 -0.832
C 0.744 0.160 0.955
C -1.314 1.023 -0.270
H 0.744 1.052 1.478
C 1.705 0.377 -0.222
H 2.787 0.735 0.034
H 1.444 1.286 -0.831
H 1.051 -0.752 1.514
H -1.516 0.441 -1.269
H -0.582 -2.160 0.740
C -1.046 -1.433 0.063
H -0.564 1.820 -0.376
O -0.654 -0.097 0.578

Values from the calculation:
Charge   +1
Energy relative to the best compared isomer or geometry (same formula, charge and spin)   0.9732 eV
Gap between HOMO and LUMO   13.6 eV

=====

[9]
C4H5NO4 | the ωB97M-V functional and the def2-TZVPD basis

Element x y z (Å)
C 4.226 0.763 0.037
H 0.281 -0.423 -2.122
H -0.996 -0.548 1.456
O 3.680 1.145 -0.895
C 1.258 -0.823 1.110
O 4.796 0.440 0.972
H -1.618 -1.015 -0.276
O 2.201 -1.157 -1.635
O 2.463 -1.052 1.271
H -1.348 0.695 0.069
H 0.672 -0.764 2.035
N 0.451 -0.468 0.062
C 1.145 -0.699 -1.463
C -0.966 -0.282 0.324

Values from the calculation:
Charge   0
Energy relative to the best compared isomer or geometry (same formula, charge and spin)   1.1639 eV
Gap between HOMO and LUMO   10.2 eV
SMILES   CN(C=O)C=O.O=C=O

=====

[10]
C6H7LiMnO6 | the ωB97M-V functional and the def2-TZVPD basis

Element x y z (Å)
H 4.592 -0.335 -0.367
O -4.068 1.024 -0.880
C 0.207 0.072 0.510
O -2.103 0.571 0.065
O 2.680 0.246 0.194
O 1.562 -1.291 -1.020
C -3.339 0.116 -0.458
H 3.719 -1.468 0.730
H 3.159 -2.531 -1.405
H -1.576 -0.909 1.310
C 2.955 -1.460 -1.325
H 0.329 0.760 1.358
H 3.190 -0.955 -2.272
C -1.195 -0.351 0.440
O 0.802 0.991 -0.820
Li -5.324 -0.495 -1.300
H -0.432 -1.376 0.207
O -3.636 -1.081 -0.331
C 3.630 -0.800 -0.134
C 1.404 -0.165 -0.301
Mn 2.357 2.094 -0.588

Values from the calculation:
<S²>   8.75
Charge   +2
Energy relative to the best compared isomer or geometry (same formula, charge and spin)   2.6452 eV
Gap between HOMO and LUMO (spin up / spin down)   5.1 / 4.9 eV
Spin multiplicity   6

=====

[11]
C3H2CrLiO3 | the ωB97M-V functional and the def2-TZVPD basis

Element x y z (Å)
Li -1.467 -2.774 2.418
O -3.176 -1.774 2.082
C -4.426 0.250 0.308
O -2.309 0.229 -0.722
H -5.149 -0.229 0.950
O -1.241 -1.246 1.302
H -4.740 1.152 -0.196
C -3.186 -0.235 0.161
Cr -0.553 0.028 -0.108
C -2.602 -1.441 1.071

Values from the calculation:
<S²>   6.03
Charge   +1
Energy relative to the best compared isomer or geometry (same formula, charge and spin)   0.0000 eV
Gap between HOMO and LUMO (spin up / spin down)   7.2 / 7.3 eV
Spin multiplicity   5

=====

[12]
CH3Cl2OP | the ωB97M-V functional and the def2-TZVPD basis

Element x y z (Å)
P 0.531 0.151 -0.172
H -1.569 -0.429 -0.546
O -0.187 -0.190 1.383
H -0.657 0.541 -1.940
H -0.675 0.130 2.149
C -0.886 0.279 -0.925
Cl 1.974 1.254 0.418
Cl 1.468 -1.736 -0.366

Values from the calculation:
Charge   0
Energy relative to the best compared isomer or geometry (same formula, charge and spin)   3.7873 eV
Gap between HOMO and LUMO   8.2 eV
SMILES   C=P(O)(Cl)Cl

=====

Q: The lowest charge belongs to which entry?
A: C29H36CoF2N6O3S2Si

=====

Repeat the tenth record exactly.
C6H7LiMnO6 | the ωB97M-V functional and the def2-TZVPD basis

Element x y z (Å)
H 4.592 -0.335 -0.367
O -4.068 1.024 -0.880
C 0.207 0.072 0.510
O -2.103 0.571 0.065
O 2.680 0.246 0.194
O 1.562 -1.291 -1.020
C -3.339 0.116 -0.458
H 3.719 -1.468 0.730
H 3.159 -2.531 -1.405
H -1.576 -0.909 1.310
C 2.955 -1.460 -1.325
H 0.329 0.760 1.358
H 3.190 -0.955 -2.272
C -1.195 -0.351 0.440
O 0.802 0.991 -0.820
Li -5.324 -0.495 -1.300
H -0.432 -1.376 0.207
O -3.636 -1.081 -0.331
C 3.630 -0.800 -0.134
C 1.404 -0.165 -0.301
Mn 2.357 2.094 -0.588

Values from the calculation:
<S²>   8.75
Charge   +2
Energy relative to the best compared isomer or geometry (same formula, charge and spin)   2.6452 eV
Gap between HOMO and LUMO (spin up / spin down)   5.1 / 4.9 eV
Spin multiplicity   6